1.
{
  "formula": "C17H30FN3O6S",
  "method": "the ωB97M-V functional and the def2-TZVPD basis",
  "symbols": ["C", "C", "C", "C", "O", "N", "C", "C", "F", "C", "O", "N", "C", "C", "S", "O", "O", "O", "C", "C", "N", "O", "C", "C", "C", "C", "C", "C", "H", "H", "H", "H", "H", "H", "H", "H", "H", "H", "H", "H", "H", "H", "H", "H", "H", "H", "H", "H", "H", "H", "H", "H", "H", "H", "H", "H", "H", "H"],
  "coordinates": [[3.246988, 3.065676, 1.344482], [2.413965, 2.628124, 0.142573], [3.247399, 1.686565, -0.738044], [2.492823, 1.348986, -2.003385], [2.141627, 2.201550, -2.797278], [2.198849, 0.034955, -2.222562], [2.066283, -1.083538, -1.283643], [0.796526, -1.506941, -2.050039], [0.842927, -2.798659, -2.564736], [-0.519449, -1.340558, -1.287375], [-1.361577, -0.547001, -1.662454], [-0.664268, -2.066208, -0.141502], [-1.973482, -1.978955, 0.497006], [-3.040705, -2.715723, -0.315836], [-4.422210, -3.194205, 0.678675], [-5.478099, -3.658635, -0.165418], [-3.932740, -3.982839, 1.761289], [-4.876143, -1.799239, 1.304290], [0.107814, -3.273460, 0.117564], [0.115822, -3.583181, 1.613337], [-0.310986, -4.823037, 1.952272], [0.517337, -2.769115, 2.416788], [1.092273, -0.412657, -3.079094], [1.086895, 1.972238, 0.569284], [-0.163534, 2.871924, 0.569590], [0.046727, 4.129898, 1.411925], [-1.318938, 2.060562, 1.158845], [-0.529164, 3.262326, -0.864290], [3.538497, 2.198302, 1.943020], [4.157983, 3.576562, 1.026500], [2.690502, 3.741371, 1.992595], [2.194600, 3.504231, -0.472308], [4.172043, 2.186871, -1.033559], [3.523342, 0.787753, -0.180993], [2.868634, -1.819307, -1.374131], [1.920131, -0.812301, -0.237327], [-1.897747, -2.398435, 1.497580], [-2.244750, -0.932139, 0.595617], [-3.407541, -2.115655, -1.146516], [-2.667336, -3.663988, -0.709527], [-5.655508, -1.483804, 0.823225], [-0.278065, -4.122077, -0.457157], [1.144576, -3.133060, -0.177593], [-0.814532, -5.399976, 1.302833], [-0.390747, -5.034025, 2.933678], [0.310358, 0.332334, -3.208931], [1.411863, -0.811077, -4.041648], [0.848286, 1.134950, -0.097435], [1.211042, 1.534150, 1.566873], [0.836666, 4.761884, 1.001644], [-0.869768, 4.723515, 1.435362], [0.308655, 3.877423, 2.442526], [-1.498594, 1.168740, 0.553341], [-1.102011, 1.746236, 2.182766], [-2.239535, 2.648446, 1.169752], [-0.742848, 2.372689, -1.462236], [-1.422581, 3.891472, -0.867713], [0.271428, 3.810060, -1.362498]],
  "forces_ev_per_angstrom": [[0.002, 0.002, -0.006], [-0.016, -0.004, 0.010], [0.002, -0.018, -0.006], [0.017, 0.040, 0.017], [0.001, -0.007, 0.000], [-0.051, -0.038, -0.029], [0.036, 0.047, 0.035], [0.021, -0.104, -0.047], [-0.014, 0.031, 0.016], [0.169, 0.198, 0.083], [-0.007, -0.009, 0.007], [-0.197, -0.173, -0.129], [-0.001, -0.008, 0.000], [-0.021, -0.002, 0.004], [-0.006, 0.018, -0.037], [-0.004, -0.004, -0.001], [0.014, -0.013, 0.027], [0.001, -0.010, 0.003], [-0.135, -0.104, 0.016], [0.177, 0.099, 0.042], [-0.003, 0.011, -0.006], [0.001, 0.003, -0.008], [0.002, 0.044, 0.022], [-0.007, 0.002, -0.013], [0.005, -0.003, 0.007], [0.002, 0.000, 0.000], [0.005, -0.009, 0.003], [-0.013, -0.002, -0.002], [0.000, -0.001, -0.001], [0.001, 0.000, 0.003], [0.006, 0.000, 0.002], [-0.005, 0.000, -0.002], [0.001, -0.009, -0.007], [0.006, 0.009, 0.013], [0.005, 0.000, -0.004], [-0.010, -0.011, -0.003], [0.000, 0.005, 0.003], [0.006, 0.005, -0.009], [-0.006, -0.001, 0.006], [0.007, 0.007, -0.006], [-0.001, 0.004, 0.002], [0.002, 0.000, -0.001], [-0.002, 0.007, 0.002], [-0.003, 0.001, 0.004], [-0.003, -0.001, -0.001], [-0.001, -0.001, -0.005], [0.005, -0.013, 0.003], [0.001, 0.007, -0.001], [0.005, 0.000, 0.002], [-0.002, 0.003, 0.001], [-0.002, -0.001, -0.002], [0.001, 0.001, -0.001], [-0.003, 0.001, -0.004], [-0.001, 0.003, -0.001], [-0.001, 0.001, 0.001], [0.007, -0.003, 0.000], [0.005, 0.003, 0.002], [0.006, 0.000, -0.002]],
  "lowdin_charge": [-0.065, -0.353, -0.075, -0.462, 0.080, 0.000, -0.041, -0.321, 0.039, -0.364, 0.097, -0.015, -0.151, -0.192, 0.581, -0.273, -0.267, -0.139, -0.061, -0.542, 0.190, 0.074, -0.006, -0.120, -0.597, -0.056, -0.054, -0.042, 0.085, 0.081, 0.065, 0.129, 0.131, 0.116, 0.136, 0.122, 0.117, 0.117, 0.113, 0.116, 0.104, 0.127, 0.123, 0.104, 0.121, 0.125, 0.138, 0.100, 0.130, 0.081, 0.084, 0.086, 0.060, 0.089, 0.088, 0.079, 0.087, 0.079],
  "total_charge": 0,
  "multiplicity": 1,
  "smiles": "C[C@@H](CC(=O)N1CC(F)(C(=O)N(CCS(=O)(=O)O)CC(N)=O)C1)CC(C)(C)C",
  "relative_energy_kcal_mol": 7.04,
  "largest_force_ha_per_bohr": 0.006,
  "total_energy_ha": -1779.5793
}



2.
{
  "formula": "C17H30IrNO2P2Se",
  "method": "the ωB97M-V functional and the def2-TZVPD basis",
  "symbols": ["C", "C", "N", "C", "C", "C", "C", "P", "Ir", "P", "C", "O", "O", "H", "H", "H", "C", "C", "H", "H", "H", "H", "C", "C", "H", "H", "H", "H", "H", "H", "H", "H", "H", "H", "H", "H", "H", "H", "H", "H", "H", "H", "Se", "C", "C", "C", "C", "C", "C", "H", "H", "H", "H", "H"],
  "coordinates": [[-1.032214, 0.906842, -4.213920], [-1.077962, 0.406675, -2.884013], [-0.083317, 0.807104, -1.996782], [0.759908, 1.800217, -2.309128], [0.756611, 2.368674, -3.582760], [-0.115007, 1.880312, -4.558910], [-2.095504, -0.440544, -2.420573], [-2.153652, -0.870249, -0.697604], [-0.046770, -0.102952, -0.096483], [1.796743, 1.222299, 0.222207], [1.722505, 2.315722, -1.260536], [-0.879139, -4.145741, -4.770531], [0.583510, -6.086172, -0.487507], [-1.768049, 0.512954, -4.914267], [1.462241, 3.175149, -3.770072], [-0.072423, 2.274915, -5.571022], [-3.420846, 0.131627, 0.146677], [-2.580403, -2.621233, -0.499275], [2.734473, 2.394533, -1.679808], [1.419672, 3.322203, -0.932436], [-1.327630, -4.930011, -4.527181], [-2.865066, -0.725101, -3.137813], [2.093525, 2.209340, 1.697433], [3.316148, 0.260616, -0.059167], [1.170597, -1.108664, -0.164011], [0.514284, -5.850958, 0.454717], [1.470431, -5.886094, -0.702024], [0.025703, -4.282718, -4.443385], [-0.333016, 1.323825, 0.652303], [0.666963, -1.602075, -0.537106], [-4.406532, -0.157931, -0.242474], [-3.382188, -0.027519, 1.233240], [-3.243218, 1.191911, -0.075554], [-3.477217, -2.822781, -1.103741], [-1.758115, -3.256375, -0.858970], [-2.782736, -2.850647, 0.556706], [4.152591, 0.944042, -0.255793], [3.527742, -0.335957, 0.836319], [3.187196, -0.412521, -0.913922], [2.898120, 2.934951, 1.518026], [1.180060, 2.738097, 1.989912], [2.371054, 1.543430, 2.522447], [-0.653327, -1.128218, 1.979475], [-0.215970, 0.134625, 3.352417], [-1.015675, 1.267216, 3.561577], [-0.667794, 2.185626, 4.552170], [0.449074, 1.956371, 5.365439], [1.220307, 0.799721, 5.186532], [0.889197, -0.113830, 4.188143], [-1.898701, 1.415129, 2.938696], [-1.278818, 3.078516, 4.695677], [0.712602, 2.673316, 6.145351], [2.080036, 0.607699, 5.831276], [1.469987, -1.025347, 4.040042]],
  "forces_ev_per_angstrom": [[-2.086, -2.351, 1.505], [0.667, 0.798, -1.164], [-1.707, -1.061, -0.235], [1.256, 1.226, -0.525], [-0.486, -0.533, -0.430], [2.202, 2.316, -0.812], [-0.471, -0.080, -0.385], [0.683, 0.819, -0.564], [0.442, 1.664, 2.678], [-0.428, -0.255, -1.275], [-0.089, 0.179, 0.196], [1.223, 1.071, -0.150], [-1.467, -0.110, 0.999], [0.158, 0.215, 0.112], [-0.139, -0.105, -0.219], [-0.040, -0.034, 0.225], [-0.738, -0.320, -0.365], [-0.463, -0.133, -0.221], [-0.087, 0.130, 0.112], [0.120, -0.096, 0.138], [-0.801, -1.252, 0.364], [0.103, -0.031, 0.170], [0.195, 0.254, 0.225], [0.501, 0.282, 0.288], [2.509, -0.809, 0.296], [-0.073, -0.168, -0.538], [1.527, 0.308, -0.468], [-0.443, 0.182, -0.190], [-1.138, 0.719, -0.178], [-0.913, -2.056, -1.628], [-0.011, 0.196, 0.271], [0.020, -0.031, -0.324], [0.089, -0.367, 0.025], [0.160, -0.145, 0.259], [-0.222, 0.305, 0.089], [0.040, 0.094, -0.311], [-0.012, -0.244, 0.092], [0.046, 0.056, -0.194], [-0.038, 0.249, 0.143], [-0.092, -0.181, 0.055], [0.163, -0.145, -0.135], [-0.039, 0.130, -0.125], [0.050, -0.206, 2.348], [-0.254, -0.614, 0.505], [0.202, 0.068, -0.240], [0.228, -0.182, 0.118], [-0.129, 0.086, -0.095], [-0.089, -0.025, -0.187], [-0.124, 0.278, -0.137], [0.242, 0.081, 0.173], [0.174, -0.256, -0.006], [-0.086, -0.225, -0.239], [-0.254, 0.060, -0.169], [-0.079, 0.245, 0.119]],
  "lowdin_charge": [-0.077, -0.367, -0.150, -0.388, -0.056, -0.151, -0.185, 0.603, 0.483, 0.691, -0.277, -0.048, -0.052, 0.099, 0.108, 0.082, -0.267, -0.264, 0.085, 0.091, 0.004, 0.079, -0.240, -0.263, -0.085, 0.046, 0.003, 0.042, -0.050, 0.015, 0.044, 0.022, 0.052, 0.050, 0.048, 0.030, 0.049, 0.047, 0.046, 0.058, 0.044, 0.040, 0.732, -0.634, -0.155, -0.097, -0.104, -0.108, -0.164, 0.090, 0.104, 0.097, 0.102, 0.095],
  "total_charge": 0,
  "multiplicity": 5,
  "relative_energy_kcal_mol": 0.00,
  "largest_force_ha_per_bohr": 0.068,
  "total_energy_ha": -4059.2604
}



3.
{
  "formula": "C17H30N13NdSSe3SiTe",
  "method": "the ωB97M-V functional and the def2-TZVPD basis",
  "symbols": ["Nd", "C", "C", "N", "C", "C", "S", "C", "C", "N", "H", "H", "H", "H", "H", "H", "H", "H", "H", "H", "H", "H", "H", "H", "Se", "Se", "Te", "Se", "C", "C", "C", "C", "C", "C", "N", "N", "Si", "C", "C", "C", "H", "H", "H", "H", "H", "H", "H", "H", "H", "H", "H", "H", "H", "H", "H", "N", "C", "N", "N", "N", "N", "C", "N", "N", "N", "N", "H"],
  "coordinates": [[0.751390, 0.519929, -0.543232], [-2.886709, 0.305890, -1.078054], [-2.572192, -0.161852, 0.312632], [-1.519775, 0.687248, 0.898804], [-1.992310, 2.014231, 1.264250], [-2.064875, 3.167201, 0.193468], [-0.558515, 3.394776, -0.770336], [-1.075772, 3.099469, -2.474753], [-2.026145, 1.914970, -2.678495], [-1.736642, 0.714281, -1.926198], [-3.639648, 1.110448, -1.078631], [-3.436499, -0.476586, -1.637763], [-2.199055, -1.185853, 0.323371], [-3.421791, -0.131309, 0.987846], [-1.098998, 0.306336, 1.743303], [-1.356248, 2.431537, 2.046825], [-3.021654, 1.984180, 1.724340], [-2.225129, 4.075229, 0.789869], [-2.950801, 3.128879, -0.437913], [-0.115897, 2.969578, -3.008627], [-1.532128, 4.014499, -2.900020], [-2.072129, 1.725632, -3.760544], [-3.045222, 2.231041, -2.541696], [-1.466952, 0.004777, -2.582544], [2.790831, -1.201082, -1.992750], [2.679114, -0.283560, -4.167528], [0.237359, -0.504470, -4.810705], [-0.189058, 1.606070, -6.129372], [3.807287, -0.050793, 2.004428], [2.711078, -1.068745, 2.104581], [2.666611, -1.987752, 3.145501], [1.559602, -2.771308, 3.262062], [0.585720, -2.774728, 2.306175], [0.711429, -1.913847, 1.178439], [1.757828, -1.044660, 1.185167], [-0.050544, -1.852696, 0.080080], [-0.744657, -3.328943, -0.493258], [0.422662, -4.765789, -0.351669], [-2.245261, -3.938009, 0.557814], [-1.365875, -3.052035, -2.212833], [4.755739, -0.546073, 2.071751], [3.761905, 0.694911, 2.763810], [3.876023, 0.536975, 1.068663], [3.416724, -1.910485, 3.937714], [1.346751, -3.379904, 4.120850], [-0.319624, -3.350563, 2.466386], [0.745878, -5.027056, 0.712186], [1.344800, -4.527242, -0.890107], [0.026326, -5.687010, -0.816512], [-3.227184, -3.733719, 0.131729], [-2.332598, -3.618820, 1.598745], [-2.153185, -5.032321, 0.559431], [-0.689872, -2.512012, -2.880219], [-2.265909, -2.432489, -2.253172], [-1.610279, -4.025609, -2.603041], [2.937103, 3.238312, 1.392806], [2.727432, 3.400480, 0.011634], [2.944766, 4.580286, -0.545327], [2.602902, 4.425789, -1.856771], [2.226800, 3.207255, -2.043534], [2.318418, 2.528536, -0.889359], [1.955765, 2.617278, 2.138047], [1.704207, 2.840490, 3.416569], [0.804214, 1.901572, 3.710213], [0.447047, 1.231089, 2.688430], [1.173122, 1.670436, 1.648086], [3.412299, 3.997711, 1.808958]],
  "forces_ev_per_angstrom": [[0.425, -0.071, -0.304], [-1.108, -0.421, -1.564], [1.211, 0.023, 0.833], [-0.224, 0.463, -0.524], [-0.914, 1.312, 0.067], [-0.344, -0.344, 0.726], [-0.065, -0.224, 0.154], [-0.021, 0.211, -0.488], [0.236, 0.845, -1.439], [-0.167, 0.272, 1.477], [0.554, 0.028, 0.269], [0.179, -0.080, 0.444], [0.015, 0.184, -0.109], [-0.696, 0.030, -0.174], [-0.090, -0.256, 0.038], [0.085, -0.414, -0.077], [0.589, -0.181, -0.327], [0.162, -0.097, -0.066], [0.126, -0.309, -0.249], [-0.367, -0.118, 0.121], [0.157, -0.439, 0.208], [0.682, -0.185, 0.038], [-0.537, 0.261, 0.721], [0.018, -0.619, -0.344], [-0.323, 0.184, -0.061], [0.322, 0.068, 0.222], [-0.324, 0.359, -0.321], [-0.051, -0.381, 0.298], [0.239, 0.213, -1.161], [-0.274, 0.175, -0.116], [1.466, 1.183, 0.576], [-1.055, -0.648, 0.109], [-0.746, 0.297, -0.513], [0.738, -0.388, 0.377], [-0.017, 0.187, -0.509], [-0.346, -0.389, -0.139], [-0.485, 0.919, 1.098], [1.039, -0.903, 0.644], [-0.160, -0.327, -0.242], [-0.085, 0.574, -0.149], [0.648, -0.364, 0.260], [-0.184, 0.419, 0.947], [-0.575, -0.627, 0.174], [-0.181, -0.224, -0.309], [0.386, -0.253, 0.457], [0.140, -0.028, -0.206], [-0.618, 0.450, -1.306], [0.048, 0.032, -0.016], [-0.019, 0.319, 0.202], [-0.080, 0.166, -0.293], [0.364, 0.091, -0.022], [-0.089, 0.029, 0.147], [0.349, -0.442, 0.122], [-0.228, -0.176, 0.307], [-0.168, -0.396, -0.565], [-0.618, -1.204, -0.984], [0.570, 1.424, -0.185], [-0.074, 0.530, -0.516], [0.375, -0.198, 1.050], [-0.055, 0.014, -0.269], [-0.408, -1.322, 0.455], [0.057, 0.383, -0.341], [0.726, -0.313, 0.024], [-1.107, 0.255, 1.878], [0.687, 0.019, 0.150], [0.030, -0.338, -1.129], [0.184, 0.761, 0.425]],
  "lowdin_charge": [1.470, -0.197, -0.207, -0.165, -0.272, -0.446, 0.862, -0.451, -0.324, -0.114, 0.104, 0.117, 0.064, 0.113, 0.070, 0.084, 0.122, 0.067, 0.060, 0.044, 0.086, 0.058, 0.090, -0.018, -0.268, -0.318, 0.097, -0.476, -0.034, -0.330, -0.070, -0.110, -0.055, -0.500, -0.019, -0.179, 0.359, -0.183, -0.188, -0.170, 0.070, 0.062, 0.074, 0.106, 0.096, 0.084, 0.050, 0.025, 0.027, 0.009, 0.010, 0.013, -0.046, 0.018, 0.023, 0.135, -0.531, 0.014, -0.081, -0.101, -0.157, -0.508, 0.030, -0.099, -0.105, -0.100, 0.111],
  "total_charge": -2,
  "multiplicity": 4,
  "relative_energy_kcal_mol": 0.00,
  "largest_force_ha_per_bohr": 0.043,
  "total_energy_ha": -10099.2919
}



Q: What is the formula in the second record?
A: C17H30IrNO2P2Se